C3H10O3 | ωB97M-V/def2-TZVPD

Computed properties:
- SMILES: C/C=C/O.O.O
- E: -9414.399 eV
- Molecular weight: 94.110 g mol⁻¹
- Gap between HOMO and LUMO: 10.09 eV

The geometry in ORCA input format:
```
! RIJCOSX wB97M-V def2-TZVPD def2/J DEFGRID3
* xyz 0 1
C -0.910 0.096 -0.725
C -0.193 -1.156 -1.111
C -0.760 -2.324 -1.356
O -0.016 -3.386 -1.892
H -1.076 0.683 -1.634
H -1.905 -0.189 -0.365
H -0.521 0.763 0.041
H 0.888 -1.076 -1.196
H -1.828 -2.489 -1.259
H 0.244 -3.901 -1.120
O -1.694 5.481 -1.468
H -2.150 4.789 -1.963
H -0.922 5.013 -1.143
O 3.327 -1.026 5.168
H 4.280 -1.160 5.172
H 3.234 -0.119 4.852
*
```